ORCA calculation (wB97M-V/def2-TZVPD) on a molecular structure, C4H4O2Tb at a distorted geometry.

Output
- ⟨S²⟩ = 12.62
- total energy (eV) = -30730.638
- gap between HOMO and LUMO (alpha / beta) (eV) = 8.7073 / 6.0545
- M (g/mol) = 243.0
- energy relative to the best compared isomer or geometry (same formula, charge and spin) (kJ/mol) = 136.52

```
! wB97M-V def2-TZVPD RIJCOSX def2/J DEFGRID3
* xyz 1 7
H 2.64931 -0.57238 0.68910
O 2.66759 -1.48609 0.24717
C 1.39390 -1.77209 -0.05980
C 0.52379 -0.80576 -0.33020
C -0.42626 -0.02168 -0.81173
C -1.03286 0.98710 0.05506
O -1.88747 1.77256 -0.33472
Tb -3.47797 3.68343 0.93631
H 1.03734 -2.71945 0.35376
H -0.74692 -0.05601 -1.85785
H -0.70046 0.99037 1.11291
*
```